[1]
ORCA calculation (ωB97M-V/def2-TZVPD) on a molecular structure, C29H41N6Si2V at a distorted geometry.

Atoms and positions in Å:
1 V 0.28 0.04 0.25
2 C -3.79 -1.20 -0.28
3 C -3.86 -2.33 0.53
4 C -2.78 -2.65 1.33
5 C -1.64 -1.86 1.31
6 N -1.59 -0.75 0.53
7 C -2.65 -0.44 -0.24
8 C -0.40 -2.13 2.06
9 C -0.32 -3.10 3.05
10 C 0.88 -3.29 3.72
11 C 1.97 -2.48 3.42
12 C 1.87 -1.51 2.43
13 C 0.69 -1.33 1.70
14 H -4.61 -0.92 -0.93
15 H -4.74 -2.95 0.54
16 H -2.81 -3.53 1.96
17 H -2.55 0.45 -0.85
18 H -1.18 -3.70 3.32
19 H 0.96 -4.05 4.49
20 H 2.89 -2.59 3.97
21 H 2.72 -0.88 2.24
22 C -0.65 3.90 -0.78
23 C -0.69 2.76 -1.75
24 C -1.07 2.93 -3.07
25 C -0.97 1.86 -3.94
26 C -0.51 0.63 -3.50
27 C -0.17 0.52 -2.16
28 N -0.28 1.56 -1.31
29 N 0.31 -0.62 -1.49
30 Si 0.46 -2.22 -2.27
31 C -1.18 -2.73 -2.99
32 C 1.76 -2.14 -3.58
33 C 0.91 -3.47 -0.96
34 H 0.29 4.45 -0.93
35 H -0.67 3.55 0.25
36 H -1.47 4.59 -0.95
37 H -1.41 3.90 -3.41
38 H -1.25 1.98 -4.98
39 H -0.40 -0.21 -4.18
40 H -1.49 -2.15 -3.86
41 H -1.98 -2.67 -2.24
42 H -1.09 -3.78 -3.30
43 H 1.62 -1.31 -4.28
44 H 1.76 -3.07 -4.15
45 H 2.76 -2.03 -3.14
46 H 0.02 -4.02 -0.63
47 H 1.39 -3.04 -0.09
48 H 1.60 -4.21 -1.40
49 N -3.38 2.98 0.34
50 N -2.65 2.17 1.27
51 H -4.04 3.59 0.81
52 H -3.91 2.37 -0.27
53 H -3.27 1.77 1.98
54 H -1.99 2.77 1.75
55 C 3.10 1.90 -1.73
56 Si 3.24 0.95 -0.14
57 C 4.62 1.59 0.92
58 C 3.63 -0.84 -0.47
59 N 1.66 1.06 0.73
60 C 1.40 2.09 1.68
61 C 2.02 3.34 1.61
62 C 1.68 4.34 2.50
63 C 0.73 4.13 3.48
64 C 0.11 2.89 3.57
65 C 0.44 1.88 2.68
66 H 4.05 1.87 -2.27
67 H 2.85 2.95 -1.55
68 H 2.33 1.48 -2.38
69 H 5.51 0.98 0.72
70 H 4.40 1.52 1.99
71 H 4.88 2.63 0.70
72 H 4.38 -0.88 -1.27
73 H 2.77 -1.43 -0.79
74 H 4.06 -1.31 0.41
75 H 2.75 3.53 0.83
76 H 2.17 5.31 2.42
77 H 0.48 4.91 4.19
78 H -0.62 2.70 4.35
79 H -0.02 0.90 2.79

- total charge = +1
- 2S+1 = 2
- lowest unoccupied orbital energy (spin up / spin down) (eV) = -3.41 / -3.17
- ⟨S²⟩ = 0.79
- gap between HOMO and LUMO (spin up / spin down) (eV) = 7.520 / 7.895

[2]
ORCA calculation (ωB97M-V/def2-TZVPD) on a molecular structure, C38H47N4O3PrS3Se2 at a distorted geometry.

Atoms and positions in Å:
1 Pr -0.06 -0.89 -0.09
2 C 5.74 -1.11 -1.71
3 S 5.13 -2.33 -0.53
4 C 3.50 -1.69 -0.12
5 S 2.93 -0.18 -0.57
6 N 2.98 -2.58 0.69
7 N 1.78 -2.24 1.20
8 C 1.55 -2.80 2.30
9 C 0.36 -2.50 3.09
10 C 0.21 -3.09 4.34
11 C -0.83 -2.66 5.13
12 C -1.66 -1.65 4.66
13 C -1.49 -1.15 3.38
14 N -0.48 -1.55 2.60
15 H 6.84 -1.14 -1.59
16 H 5.37 -0.13 -1.44
17 H 5.47 -1.38 -2.71
18 H 2.29 -3.45 2.80
19 H 0.94 -3.83 4.66
20 H -0.96 -3.07 6.12
21 H -2.45 -1.25 5.26
22 H -2.14 -0.38 2.97
23 O -3.91 -4.08 -1.60
24 C -4.12 -2.77 -1.03
25 C -4.01 -2.84 0.50
26 C -5.21 -3.61 1.09
27 O -6.50 -3.05 0.86
28 C -4.04 -1.40 1.11
29 Se -2.88 0.06 0.43
30 C -2.78 -3.66 1.00
31 Se -1.15 -3.66 -0.05
32 H -2.94 -4.15 -1.59
33 H -5.15 -2.41 -1.25
34 H -3.46 -2.02 -1.44
35 H -4.97 -3.70 2.15
36 H -5.31 -4.58 0.65
37 H -6.50 -2.16 1.17
38 H -3.95 -1.53 2.18
39 H -5.01 -0.95 0.86
40 H -3.12 -4.73 1.03
41 H -2.55 -3.31 2.00
42 C 1.36 6.89 4.57
43 C 1.05 5.47 4.10
44 C 2.10 4.68 3.62
45 C 1.87 3.37 3.11
46 C 3.06 2.57 2.67
47 C 0.55 2.97 3.03
48 C 0.19 1.67 2.37
49 O 1.00 0.78 2.12
50 C -0.49 3.71 3.53
51 C -1.90 3.23 3.59
52 C -0.25 4.96 4.08
53 H 2.33 6.91 5.07
54 H 0.58 7.20 5.28
55 H 1.35 7.61 3.76
56 H 3.11 5.08 3.65
57 H 3.94 3.23 2.59
58 H 2.93 2.08 1.71
59 H 3.29 1.77 3.36
60 H -0.88 1.50 2.18
61 H -2.35 3.27 2.60
62 H -2.51 3.86 4.25
63 H -1.99 2.23 4.02
64 H -1.08 5.51 4.51
65 S -0.10 2.11 -0.52
66 C 0.16 3.18 -1.87
67 C 0.32 2.77 -3.18
68 C 0.44 3.67 -4.21
69 C 0.50 5.05 -3.98
70 C 0.43 5.50 -2.63
71 C 0.26 4.56 -1.64
72 H 0.30 1.74 -3.46
73 H 0.48 3.33 -5.22
74 H 0.56 5.75 -4.79
75 H 0.53 6.55 -2.44
76 H 0.25 4.93 -0.61
77 C 2.68 -0.89 -4.21
78 N 2.92 -2.31 -4.11
79 C 3.04 -2.89 -5.42
80 C 1.90 -2.95 -3.28
81 C 0.49 -2.42 -3.52
82 C -0.20 -2.74 -4.72
83 C -1.39 -2.10 -5.03
84 C -1.92 -1.15 -4.15
85 C -1.27 -0.95 -2.93
86 C -0.08 -1.55 -2.56
87 H 3.55 -0.40 -4.69
88 H 2.51 -0.45 -3.22
89 H 1.81 -0.65 -4.86
90 H 3.89 -2.45 -5.96
91 H 2.14 -2.82 -6.03
92 H 3.22 -3.95 -5.34
93 H 2.15 -2.83 -2.22
94 H 1.89 -4.06 -3.44
95 H 0.19 -3.50 -5.36
96 H -1.87 -2.25 -5.98
97 H -2.74 -0.51 -4.44
98 H -1.76 -0.25 -2.24

- total charge = -2
- 2S+1 = 3
- lowest unoccupied orbital energy (spin up / spin down) (eV) = 3.84 / 3.84
- ⟨S²⟩ = 2.00
- gap between HOMO and LUMO (spin up / spin down) (eV) = 5.878 / 5.879

Energy relative to the best compared isomer or geometry (same formula, charge and spin) list, top to bottom, in kJ/mol: 103.8; 0.0
E_tot list, top to bottom, in eV: -81120.45037; -229541.35254